Record 1
Formula: C28H43CeN6O8S
Source: OMol25
Level of theory: the ωB97M-V functional and the def2-TZVPD basis

Last column: Löwdin charge in e.
Element x y z (Å)
Ce (13.4720, -12.1529, -6.3920)  1.73
C (19.2239, -14.2469, -10.2127)  -0.02
C (18.0209, -14.9248, -9.5240)  -0.33
C (18.5025, -15.6287, -8.2565)  -0.10
C (17.5909, -16.6436, -7.5085)  -0.46
C (18.1615, -16.8505, -6.1088)  -0.02
C (17.6100, -17.9813, -8.2322)  -0.01
N (16.1424, -16.0544, -7.3923)  0.13
C (15.0428, -16.8808, -6.7380)  -0.07
C (14.1046, -17.4110, -7.8378)  -0.17
N (12.9348, -16.5405, -7.9748)  -0.11
C (12.3013, -16.3289, -6.6849)  -0.10
C (12.5734, -14.8853, -6.1381)  -0.53
O (11.8315, -13.9769, -6.6761)  -0.11
O (13.4780, -14.5875, -5.2799)  -0.06
C (11.9743, -16.9737, -9.0408)  -0.31
C (10.6355, -16.1939, -9.0539)  -0.05
C (12.6082, -17.0988, -10.4676)  -0.10
C (13.2087, -15.8596, -11.2646)  -0.52
C (12.2426, -14.6801, -11.3538)  -0.03
C (13.4743, -16.3877, -12.7164)  -0.03
N (14.4741, -15.4879, -10.5907)  0.01
C (15.4424, -14.6419, -11.3083)  -0.18
C (16.1418, -13.5666, -10.4406)  -0.13
N (16.8591, -14.0093, -9.1883)  -0.13
C (17.2254, -12.8375, -8.3625)  -0.07
C (16.0713, -12.4084, -7.4094)  -0.55
O (15.4684, -11.2923, -7.5649)  -0.07
O (15.6982, -13.2054, -6.4940)  -0.09
H (20.0520, -14.9414, -10.1608)  0.08
H (19.4969, -13.3245, -9.6942)  0.09
H (18.9908, -14.0247, -11.2431)  0.08
H (17.5964, -15.6512, -10.2532)  0.14
H (18.8260, -14.9041, -7.5016)  0.11
H (19.4074, -16.2456, -8.5090)  0.15
H (19.0615, -17.4769, -6.1376)  0.11
H (17.5034, -17.2960, -5.3795)  0.08
H (18.4620, -15.9235, -5.6450)  0.09
H (18.6368, -18.3430, -8.1978)  0.10
H (17.3391, -17.8750, -9.2502)  0.08
H (16.9880, -18.6973, -7.7055)  0.09
H (16.2671, -15.1575, -6.9267)  0.12
H (15.9000, -15.8342, -8.3705)  0.13
H (14.4823, -16.2057, -6.0550)  0.10
H (15.4923, -17.7290, -6.1627)  0.14
H (13.7884, -18.4456, -7.5882)  0.14
H (14.6057, -17.4605, -8.8355)  0.11
H (12.5538, -17.0248, -5.8378)  0.15
H (11.2137, -16.3762, -6.7552)  0.12
H (11.6930, -18.0376, -8.7978)  0.15
H (10.7019, -15.2586, -8.4463)  0.08
H (9.8468, -16.8043, -8.5395)  0.09
H (10.2493, -15.9502, -10.0497)  0.07
H (11.8244, -17.4793, -11.1287)  0.12
H (13.3786, -17.9228, -10.4893)  0.12
H (11.2584, -14.9218, -11.7022)  0.08
H (12.6437, -13.9371, -12.0532)  0.09
H (12.1924, -14.1498, -10.3962)  0.06
H (12.5327, -16.6801, -13.1435)  0.08
H (14.0914, -17.2958, -12.6825)  0.09
H (13.8542, -15.5734, -13.3335)  0.08
H (14.1947, -15.0475, -9.7381)  0.08
H (14.9238, -14.0754, -12.0695)  0.11
H (16.2347, -15.2105, -11.7888)  0.11
H (15.3647, -12.8816, -10.0522)  0.11
H (16.8612, -12.9591, -11.0434)  0.13
H (17.5199, -11.9658, -8.9832)  0.14
H (18.0333, -13.1045, -7.7012)  0.12
O (12.0079, -10.3698, -6.1202)  -0.13
C (11.6948, -10.6291, -4.8837)  -0.49
O (12.3809, -11.4760, -4.2029)  -0.03
C (10.4727, -9.8862, -4.4067)  -0.09
C (9.7179, -9.2598, -5.4090)  0.00
C (8.6579, -8.4608, -5.1585)  0.02
C (8.3876, -8.3050, -3.7950)  -0.12
C (9.1996, -8.7963, -2.7081)  0.03
C (10.2218, -9.6195, -3.0412)  0.00
N (7.0624, -7.8206, -3.5172)  -0.28
O (6.4068, -7.4477, -4.5629)  0.03
O (6.6010, -7.8621, -2.3414)  0.07
H (10.0623, -9.3403, -6.4480)  0.14
H (8.0003, -8.0392, -5.9400)  0.14
H (8.8031, -8.6195, -1.7037)  0.13
H (10.8426, -10.0552, -2.2586)  0.13
S (12.9586, -10.2664, -10.0789)  0.79
C (12.8342, -11.5395, -9.1827)  -0.95
N (12.6997, -12.5480, -8.5215)  -0.04

The calculation puts the largest force on an atom at 4.25 eV/A. The HOMO energy (spin up / spin down) is -11.4 / -11.4 eV. The spin multiplicity is 1. The value obtained for the electronic energy is -2896.3036 Eh. For the HOMO-LUMO gap (spin up / spin down), the calculation gives 5.877 / 5.878 eV. The value obtained for the energy relative to the best compared isomer or geometry (same formula, charge and spin) is 0.0 kJ/mol. Its charge is +1.

---

Record 2
Formula: C28H43F5MgNO4SSbSe2
Source: OMol25
Level of theory: the ωB97M-V functional and the def2-TZVPD basis

Last column: Löwdin charge in e.
Element x y z (Å)
Mg (-0.5846, 0.2571, 0.2176)  0.78
C (4.9305, 0.6843, 0.0917)  -0.39
Se (3.4070, -0.4733, 0.4664)  0.89
C (3.5400, -1.5045, -1.2266)  -0.55
C (2.9902, -2.9022, -1.0852)  -0.56
Se (1.0487, -2.9718, -0.8382)  0.87
C (0.5456, -2.7436, -2.7156)  -0.37
H (4.7732, 1.2075, -0.8492)  0.04
H (5.8292, 0.0726, 0.0488)  0.02
H (5.0118, 1.3986, 0.9059)  0.02
H (4.6057, -1.5574, -1.4608)  0.07
H (3.0321, -0.9375, -2.0143)  0.06
H (3.4267, -3.4027, -0.2190)  0.06
H (3.1924, -3.4919, -1.9808)  0.07
H (0.7047, -3.6806, -3.2469)  0.03
H (1.1396, -1.9479, -3.1580)  0.03
H (-0.5074, -2.4714, -2.7446)  -0.01
N (1.3880, 2.3179, -1.2263)  0.08
C (1.5315, 3.5867, -0.6864)  -0.35
C (0.6916, 4.6207, -1.1034)  -0.04
C (0.9640, 5.9263, -0.7368)  -0.05
C (2.0503, 6.1802, 0.0694)  -0.26
C (2.8612, 5.1729, 0.5429)  -0.06
C (2.5810, 3.8627, 0.1929)  -0.03
S (2.6191, 7.8935, 0.3135)  0.40
O (3.1535, 7.9224, 1.6621)  -0.37
O (3.6154, 7.9150, -0.7514)  -0.36
O (1.4451, 8.7102, 0.0812)  -0.37
H (1.8961, 1.5750, -0.7626)  0.00
H (0.4697, 2.0905, -1.5845)  0.06
H (-0.1555, 4.3874, -1.7321)  0.11
H (0.3561, 6.7563, -1.0589)  0.11
H (3.6920, 5.4338, 1.1795)  0.11
H (3.1737, 3.0446, 0.5832)  0.08
C (-4.9309, -4.0887, -0.2796)  -0.09
C (-3.6386, -3.5861, -0.8958)  -0.64
C (-2.6307, -4.7213, -0.9314)  -0.12
C (-3.8867, -3.0479, -2.2957)  -0.12
Sb (-2.6447, -1.8037, 0.2425)  1.58
C (-4.2361, -0.2070, 0.3856)  -0.69
C (-3.9692, 0.6517, 1.6094)  -0.10
C (-5.6401, -0.7777, 0.4710)  -0.11
C (-4.0931, 0.6161, -0.8842)  -0.12
C (-2.1354, -2.5607, 2.3186)  -0.69
C (-0.9748, -3.5292, 2.1398)  -0.14
C (-3.3212, -3.2620, 2.9652)  -0.10
C (-1.6675, -1.3973, 3.1783)  -0.11
H (-5.3221, -4.8999, -0.8964)  0.10
H (-5.6956, -3.3217, -0.2326)  0.06
H (-4.7674, -4.4886, 0.7172)  0.07
H (-2.9885, -5.5040, -1.6019)  0.10
H (-2.5176, -5.1656, 0.0552)  0.07
H (-1.6518, -4.3926, -1.2866)  0.05
H (-4.2659, -3.8405, -2.9405)  0.10
H (-2.9676, -2.6664, -2.7424)  0.07
H (-4.6281, -2.2511, -2.2879)  0.07
H (-4.2525, 0.1304, 2.5234)  0.08
H (-4.5750, 1.5579, 1.5568)  0.11
H (-2.9207, 0.9507, 1.6813)  0.05
H (-5.7307, -1.5078, 1.2761)  0.07
H (-5.9230, -1.2343, -0.4754)  0.07
H (-6.3456, 0.0301, 0.6731)  0.10
H (-3.0980, 1.0508, -0.9707)  0.05
H (-4.8120, 1.4341, -0.8801)  0.10
H (-4.2872, 0.0141, -1.7708)  0.07
H (-1.2011, -4.2974, 1.4052)  0.05
H (-0.7529, -4.0262, 3.0835)  0.10
H (-0.0753, -3.0013, 1.8157)  0.03
H (-3.5343, -4.2053, 2.4672)  0.07
H (-4.2169, -2.6409, 2.9497)  0.07
H (-3.0915, -3.4916, 4.0062)  0.09
H (-0.9028, -0.7991, 2.6646)  0.05
H (-1.2152, -1.7793, 4.0947)  0.10
H (-2.4880, -0.7453, 3.4654)  0.07
F (-2.2919, 5.6706, 3.8111)  0.13
C (-1.9965, 4.8075, 2.8345)  -0.13
C (-1.0200, 3.8350, 3.0248)  -0.13
F (-0.3400, 3.7717, 4.1724)  0.13
C (-0.8018, 2.9009, 2.0326)  -0.12
F (0.0787, 1.8620, 2.2177)  0.04
C (-1.4928, 2.8805, 0.8113)  -0.34
O (-1.2792, 1.9546, -0.0596)  -0.22
C (-2.4615, 3.8921, 0.6516)  -0.13
F (-3.1773, 3.9139, -0.4883)  0.10
C (-2.7127, 4.8305, 1.6389)  -0.13
F (-3.6759, 5.7376, 1.4607)  0.13

The calculation puts the largest force on an atom at 2.41 eV/A. The HOMO energy is -6.7 eV. The spin multiplicity is 1. The value obtained for the electronic energy is -7589.0364 Eh. For the HOMO-LUMO gap, the calculation gives 4.272 eV. The value obtained for the energy relative to the best compared isomer or geometry (same formula, charge and spin) is 363.2 kJ/mol.